Entry 1:
Molecular formula: C15H40F12N9O20PS6
Method: DFT, ωB97M-V/def2-TZVPD

The geometry in ORCA input format:
```
! RIJCOSX wB97M-V def2-TZVPD def2/J DEFGRID3
* xyz 1 2
H 0.0172 4.4224 -3.2930
F 2.2318 -2.0291 0.6332
H 1.1265 -1.1709 5.7106
O -3.5469 -4.3949 2.8445
H 2.7560 1.3825 1.3312
H 0.8378 0.2170 2.1683
N -5.2316 -0.9074 -1.1464
H 0.5646 -1.6262 4.2019
H -5.6672 -1.6084 -1.7286
H 0.4318 3.0133 -2.2329
S -0.3730 0.1269 -0.3155
C 0.6411 3.5379 -3.1651
P 3.8293 -2.2570 0.9908
C 2.8752 6.3429 -2.8423
H 2.6991 -2.6427 -4.6162
F 5.3642 -2.6781 1.1592
H -3.6660 2.8549 2.6311
H -2.6923 1.9306 3.6637
F -1.2709 -4.6301 6.7326
H 0.5968 -3.2420 -1.7122
S -3.8667 -3.6165 4.0380
H 2.3208 -0.4280 2.3926
H -1.3706 5.2674 1.6723
C -2.9212 2.0594 2.6059
H -4.2596 -1.1722 -1.2184
O 5.0158 2.6070 -0.7720
O -2.9574 -1.1417 0.7919
C -1.1247 4.7950 0.7213
O 2.7066 4.5623 -1.2121
H 2.0428 -5.5944 -0.6791
H 1.9821 -3.1798 -0.9157
C -5.7312 -0.9028 0.3693
H -4.5221 -0.2857 -3.6808
H 0.3962 2.9019 -4.0158
O 1.0626 1.2681 4.7773
N -1.6048 2.5245 1.8963
C 1.9490 -2.7161 -3.8288
N 2.1144 3.9976 -3.4268
H 0.8993 -2.7749 -4.1163
N 4.2386 2.2562 -3.1455
F 4.1194 -0.7511 0.4537
C 2.1521 -3.8896 -2.9053
H 2.1397 6.6398 -3.5900
C 1.3579 0.2650 4.1283
H -1.0531 1.7400 1.5796
O -1.4528 0.2570 -1.2127
C -5.3907 0.4788 -1.8131
H 2.7869 7.1660 -2.1333
H -5.0694 1.3243 -3.6925
H -0.0709 4.5165 0.7138
H -5.3249 -0.0642 0.9348
F -1.3924 -1.3214 2.7072
O -5.8932 1.4668 -1.1776
H 0.5439 -4.9964 -0.0603
F 0.1481 1.6181 -0.2782
O -0.9900 -2.7054 -2.7842
F -5.3171 -4.2402 4.3584
H -3.6476 1.1386 -2.7564
F 5.6522 3.8517 -2.6570
C -1.8389 3.4799 0.6831
H 2.2132 4.4805 -4.3084
H -1.5144 5.4009 -0.0966
F 3.6623 -1.7525 2.4800
O -2.5351 3.1989 -0.2228
O -1.1887 -3.0124 5.0202
F 2.3495 0.8840 -3.5476
H -3.3446 1.1630 2.1526
C 1.4136 -1.1193 4.6604
O -2.3081 -4.3251 -2.9854
H 0.5605 -5.5784 -1.7945
N 1.4409 -3.7672 -1.5339
O -2.7972 -2.8717 -1.5068
H 3.8295 6.4671 -3.3541
C 2.2851 1.6932 2.2638
C 2.5839 4.9734 -2.3422
H -1.0423 2.9977 2.5890
F 3.5068 -3.7336 1.4355
O -0.9009 -2.5232 0.7662
H -6.8164 -0.8007 0.3604
S -1.5409 -1.2452 1.0973
S 3.4433 1.0528 -2.3465
S -1.8091 -4.3002 5.1879
H 2.2935 -1.7562 4.5686
N -2.0423 -3.2608 -2.4603
H -5.3315 -1.8428 0.7495
O 4.0574 -0.2532 -2.4560
O 2.6434 1.3936 -1.1462
F 4.1104 -2.8217 -0.4984
H 3.0310 1.8925 3.0332
N -3.2287 -4.3019 5.5994
O 2.6451 -4.9409 -3.2358
N 1.7161 0.3382 2.6521
O -4.1096 -2.1580 3.9220
C 1.1150 -5.1090 -0.9819
C -4.5508 0.6071 -3.0562
O 6.4774 1.4830 -2.4743
H 1.8466 -1.7981 -3.2502
H 2.7701 3.2294 -3.4291
N -0.6070 0.1256 1.1739
O -1.3736 -5.4392 4.4114
O 0.8878 -0.4333 -0.8561
H 1.4598 2.3974 2.1581
S 5.3469 2.3230 -2.1650
*
```

Calculated values
electronic energy = -6521.40879 Ha
HOMO level (alpha / beta) = -0.382 / -0.382 Eh
<S²> = 0.76
Kohn-Sham gap (alpha / beta) = 5.904 / 2.027 eV

Here are the Löwdin charges for atoms 1 to 5, given in e: 0.095 -0.194 0.111 -0.313 0.087



Entry 2:
Molecular formula: C15H40F8N7O12PS2
Method: DFT, ωB97M-V/def2-TZVPD

The geometry in ORCA input format:
```
! RIJCOSX wB97M-V def2-TZVPD def2/J DEFGRID3
* xyz 2 1
F -0.8017 -0.7298 -2.4953
H 1.6431 -4.5639 5.3648
H -3.1283 1.4749 -9.0380
O -2.3199 8.4653 -4.6865
H 7.0254 5.1182 1.2480
H -0.8938 8.3493 -1.0733
H -2.7497 2.8968 -10.1574
N -0.7447 9.1901 -3.0972
H 3.9514 -2.7361 4.8975
O 3.8988 -5.2810 6.5943
O -0.8065 -9.6964 5.3744
F -2.5298 -0.0307 -3.5701
H 5.4442 2.9780 1.0349
H -0.7642 -1.0692 -8.5266
H 0.5497 8.5304 -5.6569
C 7.4860 3.1588 0.6520
C 8.9282 5.1517 0.4369
H 5.9419 2.3729 -0.5925
H 3.6459 -2.5435 7.9832
O 0.0940 2.4506 4.2613
H 5.8615 4.1031 -0.3503
H -0.4818 1.9956 -10.2415
C -2.4586 2.2952 -9.2963
N -1.1719 1.5221 -9.6762
H 0.2168 9.4870 -3.0112
H 1.8894 -3.0766 6.1267
H -2.3491 2.8728 -8.3784
F -3.8757 -0.2812 -1.6656
O -1.7891 -9.5631 1.8760
C 3.2580 -4.2916 6.7596
C -1.0733 8.0544 -2.1072
H -5.1141 -3.3493 5.6071
S -0.8630 -8.8495 2.7093
H 2.3612 -3.4617 8.6502
H -5.7068 -5.7105 1.3879
O -6.9079 -2.3947 3.3624
C -1.4808 -1.0752 -9.3479
C -6.1507 -3.2553 3.7632
O -0.5662 0.7665 5.4242
N -1.5079 -7.8148 3.9383
O 1.0686 1.8804 5.9254
N 2.3047 -3.8440 5.6180
O 8.3045 2.2312 0.4641
P -2.3344 -0.5284 -1.9818
F -2.2987 -7.9791 6.1116
H 9.8459 4.5656 0.4866
N -5.3050 -4.1101 2.8408
F -2.6063 -2.1175 -2.4116
O -3.2367 -9.6543 4.5675
C -1.4661 0.1432 -10.3077
C -6.2733 -4.9420 1.9139
C -1.1797 8.8857 -4.5238
H -6.6734 -4.2338 1.1884
H -2.4927 -1.2057 -8.9644
O 0.4755 -9.3765 2.9819
H -0.6416 1.3298 -8.8384
C 3.2964 -3.5693 8.1007
N 0.1056 1.7100 5.2410
H -7.0952 -5.2977 2.5352
H -6.6988 -2.9185 5.8305
H 8.0840 4.4809 2.2348
H 9.1501 6.0201 1.0572
C -6.1004 -3.5809 5.2051
H -6.5259 -4.5438 5.4876
H -1.3927 9.9320 -2.8739
O -1.6607 -0.0006 -11.4693
S -1.9629 -8.9875 4.8712
C 3.1669 -3.3146 4.4098
H 3.9607 -4.0304 8.8316
H -0.0538 10.2454 -5.7011
N 7.8346 4.5138 1.2566
F -0.5315 -7.5881 1.7368
H -1.2780 -1.8583 -10.0784
C 6.0610 3.1578 0.1544
H -4.6037 -3.5853 2.3380
H 2.5325 -2.7036 3.7676
H 3.4995 -4.1569 3.8032
F -1.7518 -1.0938 -0.5378
H -2.0067 7.5400 -2.3356
H -4.5602 -4.6751 3.2232
C -0.3179 9.1879 -5.7118
H -0.8646 8.9499 -6.6242
H 8.5384 5.4142 -0.5466
F -1.9857 0.9426 -1.5324
H -0.2909 7.3050 -2.2278
*
```

Calculated values
electronic energy = -3817.45998 Ha
relative energy (zero: lowest compared OMol25 entry of this formula, charge and spin) = 662.9 kJ/mol
HOMO level = -0.307 Eh
Kohn-Sham gap = 2.878 eV

Here are the Löwdin charges for atoms 1 to 5, given in e: -0.222 0.183 0.106 0.158 0.164



Entry 3:
Molecular formula: C15H40FN2O16S6
Method: DFT, ωB97M-V/def2-TZVPD

The geometry in ORCA input format:
```
! RIJCOSX wB97M-V def2-TZVPD def2/J DEFGRID3
* xyz -1 1
H -0.3246 -5.0919 -3.2982
O 3.0609 -7.6407 -6.5139
H -3.5138 4.1070 -2.1011
O -1.9737 2.7388 0.7943
F -1.9795 -4.5777 -2.1461
C -1.1540 -3.1632 -3.8782
H 0.9363 -6.4815 -7.8117
C -3.5465 4.1545 8.0496
O 1.8276 5.5575 3.2137
H 5.3890 -8.7348 -4.3186
H 3.3542 -4.6056 -3.1590
C 0.7313 -7.5002 -7.4907
H -4.0648 4.3034 0.3296
H 1.8212 -4.5814 -3.6723
O -2.2218 1.9137 -1.5604
O -3.3814 1.6616 7.6370
H -1.9289 -1.3823 7.8922
H -0.4348 -3.2577 -4.7198
H 1.0866 -8.2202 -8.2243
S 0.2436 5.8451 3.2919
O -1.6965 2.6762 9.1473
H -1.5306 -1.0300 -4.0837
O 0.5279 0.3206 -2.9898
C 0.1530 2.6098 -0.7118
C -0.7812 -4.2191 -2.7888
S -2.3465 2.8690 7.8815
C -2.9752 4.8172 -1.4685
C -2.1929 -0.3868 8.2518
O -1.5940 3.0844 6.6777
O -0.0067 6.7720 4.3624
O 1.0228 -1.6635 -1.5971
H 4.6761 -9.5902 -5.7038
S 1.5596 -7.7923 -5.9583
O 3.6187 -2.8444 -5.0258
H -2.1486 -3.3885 -4.3213
O 1.3415 -9.1575 -5.5679
C -1.1511 -1.7086 -3.2982
S 2.8585 -2.5488 -3.7633
C 4.1248 -7.5069 -5.5623
O -0.2517 6.0793 1.9632
H -2.7940 5.7104 -2.0678
H 4.9802 -7.1152 -6.1121
H -3.7183 -0.1428 6.7673
S 0.5782 -1.1676 -2.9255
C -3.7888 5.1900 -0.2427
H 0.4209 1.6298 -0.3205
H 3.6888 -9.2115 -4.3006
O 1.2860 -6.7044 -5.0631
C 4.4942 -8.8382 -4.9342
C -2.8641 0.4146 7.1521
O 3.7248 -1.8507 -2.7829
N 2.4838 -4.0803 -3.0807
H 3.5978 6.0093 2.3321
H 0.4488 2.6874 -1.7550
C 2.6556 6.5146 2.5461
H -2.1843 0.5829 6.3137
N 1.4819 -1.7240 -4.2359
H -1.3218 4.2531 3.9899
O -1.6917 4.3008 -1.1168
H -4.2328 3.8911 8.8512
C 2.9223 7.7337 3.4098
H 3.2885 7.4359 4.3935
H 2.2155 6.7977 1.5868
H -3.0147 5.0710 8.2978
H -2.8526 -0.4832 9.1156
S -1.6009 2.7766 -0.5960
H 3.6603 8.3838 2.9366
H 2.0111 8.3124 3.5649
H -0.3351 -7.6349 -7.3197
H -0.0149 3.5213 3.0208
H -1.2804 0.1024 8.5941
H -4.7066 5.7050 -0.5340
H 3.8657 -6.7677 -4.8013
H -3.2113 5.8370 0.4197
H -4.0741 4.2685 7.1056
H -0.1195 -3.8052 -2.0056
H -1.7763 -1.6453 -2.3876
H 0.2763 3.9810 4.7296
C -0.2491 4.2314 3.8109
H 0.6159 3.3932 -0.1134
*
```

Calculated values
electronic energy = -4397.86389 Ha
HOMO level = -0.218 Eh
Kohn-Sham gap = 7.722 eV

Here are the Löwdin charges for atoms 1 to 5, given in e: 0.097 -0.261 0.113 -0.300 -0.090



Entry 4:
Molecular formula: C15H40N10O17S
Method: DFT, ωB97M-V/def2-TZVPD

The geometry in ORCA input format:
```
! RIJCOSX wB97M-V def2-TZVPD def2/J DEFGRID3
* xyz 0 1
N -4.4761 -3.2128 0.4592
H -0.7679 -0.5787 -1.6387
H -1.8209 -1.3570 -6.6814
O 1.0000 5.0842 3.2051
H 3.5077 3.9082 4.4504
H 5.8483 -0.1472 0.9442
H -5.2938 0.5792 -3.7528
C 0.1302 -0.9663 -1.1682
H 1.3443 3.2175 5.6847
H 3.3447 0.7126 -4.2331
H -1.2633 -0.3411 2.3633
O 6.9214 2.1437 0.3813
H -2.5726 -2.5429 2.1617
O 0.6245 -0.5562 -4.0207
H 5.0721 3.5602 3.6764
C 0.8358 3.8203 6.4316
H 0.2619 -4.6598 0.4865
C -0.8520 -1.9560 1.0175
N 1.5734 4.2950 2.4857
C 0.7572 3.5816 1.4630
H -4.1405 -4.1657 0.3261
C -0.0823 -2.2195 -0.3008
O 3.2108 1.4678 5.1924
H 1.9523 -2.6704 -0.8189
H -1.5724 0.0799 0.6371
C -3.3161 -2.3187 0.1884
H 1.4039 2.9157 0.9052
H -0.3607 -1.7969 -7.6145
O 0.0603 1.5942 -0.5532
S 0.7837 0.4071 -0.2118
O -6.0268 -0.0330 -1.3469
H -6.2566 1.9097 -3.0416
O -1.2412 3.1813 5.6567
O -7.7368 -0.6460 -2.5152
O 1.5844 -0.1873 -5.9168
H -2.5834 -1.7083 -1.5914
N -0.5162 3.2304 6.6316
H 0.8343 -1.2279 -1.9368
N 3.9805 1.8960 4.3533
N -6.7245 -0.0044 -2.3461
N 5.9917 1.6036 -0.1855
H -4.6404 -0.8728 -0.1569
H -0.0131 3.0265 1.9906
H 4.7521 1.1773 1.4508
O 2.7651 4.0370 2.5416
H -0.5484 -2.9925 -0.9041
O 2.1944 0.4703 -0.4187
C -0.9520 -0.4707 1.3350
H 1.3683 3.7957 7.3751
C -2.1900 -2.7024 1.1500
O -0.8042 2.8390 7.7444
N -3.0119 -2.5471 -1.2143
H 1.7044 -2.1343 0.8578
H 2.0709 1.1033 -3.0402
H 1.8693 -4.8388 -0.1880
C 1.3271 -2.7733 0.0659
N 1.4366 0.0148 -4.7308
H 0.7002 4.8406 6.0849
H -4.0883 -0.8452 1.3481
H 2.1355 1.9805 -4.5990
H -0.2071 -2.3576 1.7996
H -1.9793 -3.7663 1.0855
N -3.7773 -0.9405 0.3823
C 4.4019 3.3110 4.4890
O -1.2793 -3.9765 -8.0451
H 1.6681 -4.3458 1.5049
H -4.7125 -3.1569 1.4448
O 4.4102 1.2604 3.4109
N -1.5793 -3.4044 -7.0163
H 4.8995 3.4162 5.4508
C 1.2701 -4.2521 0.4984
H -6.9925 0.8238 -4.2583
C 2.3175 1.0365 -4.0944
C -0.9950 -2.0559 -6.7757
H 0.3198 4.3339 0.8139
H 4.3982 0.2460 -0.0237
C 5.1808 0.6419 0.6091
H -0.4205 -2.1046 -5.8568
O 0.4218 0.0475 1.2943
C -6.2835 0.9010 -3.4428
O -2.3214 -3.8405 -6.1576
O 5.6765 1.7919 -1.3466
H -3.9114 -2.6083 -1.6852
*
```

Calculated values
electronic energy = -2819.69852 Ha
relative energy (zero: lowest compared OMol25 entry of this formula, charge and spin) = 43.7 kJ/mol
SMILES = CC[C@@H]1CS(=O)(=O)OC[C@H]1CC(N)(N)N.C[N+](=O)[O-].C[N+](=O)[O-].C[N+](=O)[O-].C[N+](=O)[O-].C[N+](=O)[O-].C[N+](=O)[O-].C[N+](=O)[O-]
HOMO level = -0.368 Eh
Kohn-Sham gap = 9.628 eV

Here are the Löwdin charges for atoms 1 to 5, given in e: 0.068 0.097 0.100 0.074 0.061